Entry 1:
This record from the OMol25 dataset describes C30H44Cl2CsN6S5 as an isolated structure. The level of theory is the ωB97M-V functional and the def2-TZVPD basis.

Output
Total charge: +1
Total energy, a.u.: -4429.45921
Lowest unoccupied orbital energy, eV: -1.775
HOMO-LUMO gap, eV: 8.432

Atoms and positions in Å:
H (2.12, -6.72, -1.02)
H (-2.00, -1.39, -4.61)
C (3.83, -3.39, 0.94)
H (1.88, 2.73, -1.39)
C (2.19, 0.42, 5.22)
S (-0.50, -0.14, -3.21)
N (1.61, 1.02, 2.98)
C (-4.43, -1.30, -1.24)
S (-2.71, -1.77, -0.96)
C (4.26, -1.77, -0.76)
H (-3.09, -3.31, 3.03)
H (2.62, -5.21, -1.70)
H (-6.12, -0.48, -0.22)
S (-2.01, 2.31, -1.65)
H (-2.87, -0.35, -3.50)
C (-3.62, 3.03, -1.25)
H (-2.31, 6.43, -0.06)
Cl (-2.77, -1.02, 3.38)
C (2.97, 1.56, 5.34)
H (-0.97, 1.34, -5.05)
H (4.82, -1.42, -1.62)
C (4.57, -2.99, -0.16)
H (-3.91, 3.72, -2.04)
H (3.44, 0.56, -1.70)
C (-1.43, 5.81, -0.18)
H (-3.04, -2.86, -3.07)
N (2.16, 2.34, 0.63)
C (3.24, -1.00, -0.24)
H (-0.80, -5.30, 0.34)
H (-1.36, -2.84, -2.57)
S (0.63, -3.47, -1.03)
H (1.74, 3.83, 2.02)
Cs (-0.53, 0.26, 1.03)
H (-1.88, 4.59, 1.52)
C (2.92, 0.37, -0.76)
C (-0.52, 6.02, -1.20)
N (1.98, -5.73, -1.13)
H (1.34, 5.33, -2.04)
C (-5.05, -0.61, -0.04)
H (-2.16, 3.17, -3.89)
C (-4.70, 1.98, -1.03)
C (0.17, -7.20, 0.40)
C (-2.25, -2.22, -2.65)
H (-0.66, 6.81, -1.92)
C (2.45, 3.02, 1.88)
H (-4.76, 1.33, -1.90)
H (-5.02, -2.20, -1.46)
N (2.50, -1.40, 0.81)
C (3.25, 1.43, 0.31)
H (2.85, 3.94, -0.58)
Cl (-0.89, -3.02, 2.28)
H (-4.50, -0.66, -2.12)
H (1.85, 0.41, -0.99)
H (4.16, 1.99, 0.02)
H (0.96, -0.71, 3.87)
H (3.46, 3.48, 1.86)
H (-1.96, -2.98, 4.38)
C (1.54, 0.19, 4.02)
C (-2.03, -1.04, -3.58)
H (3.68, 3.30, 4.29)
H (2.10, -0.29, 6.04)
H (3.50, 0.90, 1.24)
H (-0.66, -7.49, 1.04)
C (0.88, -5.09, -0.69)
C (2.37, 2.10, 3.08)
H (0.00, 2.07, -3.80)
N (-0.14, 3.96, 0.64)
C (-2.12, 2.17, -3.44)
H (-4.96, -1.24, 0.85)
H (-3.03, 1.65, -3.74)
C (3.07, 2.41, 4.25)
C (-0.88, 1.45, -3.97)
H (4.03, -4.32, 1.45)
H (-5.67, 2.46, -0.91)
C (2.80, -2.56, 1.37)
C (-2.26, -2.72, 3.37)
C (0.74, 4.17, -0.34)
N (0.02, -5.80, 0.06)
H (3.50, 1.78, 6.25)
S (-4.33, 0.98, 0.44)
H (2.18, -2.86, 2.21)
C (-1.19, 4.77, 0.71)
H (0.15, -7.84, -0.48)
H (1.10, -7.38, 0.95)
H (5.38, -3.60, -0.54)
H (-3.48, 3.64, -0.36)
C (0.59, 5.19, -1.27)
C (1.97, 3.29, -0.45)

=====

Entry 2:
This record from the OMol25 dataset describes a 2-piece molecular cluster, C3H10S3 overall. The level of theory is the ωB97M-V functional and the def2-TZVPD basis.

Output
Total charge: 0
SMILES: CSC.CSS
Total energy, a.u.: -1314.83084
Lowest unoccupied orbital energy, eV: 0.621
HOMO-LUMO gap, eV: 8.963

Atoms and positions in Å:
S (3.10, -0.19, 0.43)
C (-2.98, -0.20, -0.72)
H (-1.66, -0.80, 2.54)
H (2.61, 1.65, -2.63)
S (-3.35, -0.93, 0.89)
H (2.60, -1.42, 0.48)
H (2.61, -0.19, -2.68)
C (-2.29, -0.07, 2.06)
H (-2.38, -0.89, -1.30)
H (-2.56, 0.79, -0.66)
H (-1.60, 0.67, 1.65)
H (-2.90, 0.39, 2.83)
H (1.14, 0.61, -2.88)
H (-3.92, -0.02, -1.25)
S (1.66, 0.72, -0.61)
C (2.10, 0.72, -2.37)

=====

Entry 3:
This record from the OMol25 dataset describes an isolated ion of composition C3H6NOS and charge -1. The level of theory is the ωB97M-V functional and the def2-TZVPD basis.

Output
Total charge: -1
SMILES: N[C@@H](C=O)C[S-]
Total energy, a.u.: -646.07850
Lowest unoccupied orbital energy, eV: 4.105
HOMO-LUMO gap, eV: 6.635

Atoms and positions in Å:
H (-0.86, -1.13, 1.45)
C (0.59, -0.03, -0.06)
O (0.58, -2.28, 0.69)
C (0.02, -1.25, 0.75)
H (-0.01, 1.35, 1.34)
N (0.83, 1.05, 0.98)
H (-0.17, 0.55, -1.96)
S (-2.21, 0.76, -0.42)
H (-1.01, -0.82, -1.46)
H (1.47, -0.25, -0.67)
H (1.36, 1.87, 0.45)
C (-0.58, 0.18, -1.08)

=====

Entry 4:
This record from the OMol25 dataset describes C27H35BF4N4P2V as an isolated structure. The level of theory is the ωB97M-V functional and the def2-TZVPD basis.

Output
Total charge: 0
Spin multiplicity: 4
⟨S²⟩: 3.866
Total energy, a.u.: -3319.75710
Lowest unoccupied orbital energy (spin up / spin down), eV: -2.440 / -2.484
HOMO-LUMO gap (spin up / spin down), eV: 5.110 / 5.067

Atoms and positions in Å:
C (4.35, 1.24, -7.93)
V (-0.03, -1.88, -5.31)
H (-2.96, 2.17, -5.22)
H (0.12, -2.98, -2.98)
H (-0.66, 2.29, -4.10)
C (3.11, 0.64, -8.00)
C (-4.36, -0.31, -8.15)
H (-1.69, 1.00, -9.11)
C (-5.19, -2.41, -7.98)
H (-1.88, 3.67, -9.17)
H (-1.09, 1.63, -0.25)
H (0.89, 2.72, -0.42)
H (1.71, -3.73, -3.58)
C (1.80, 2.58, -2.96)
C (-2.05, 3.05, -8.30)
H (-5.79, -3.30, -8.13)
N (2.29, -2.45, -7.64)
C (0.15, 3.18, -1.08)
H (0.23, 0.59, -7.25)
C (-1.92, 1.66, -8.28)
P (1.63, -1.21, -6.50)
H (-3.72, -2.97, -6.37)
C (-1.63, 1.82, -2.25)
F (-0.20, -2.19, 0.87)
B (-0.52, -1.17, -0.03)
F (-1.66, -0.44, 0.39)
P (-1.96, -0.65, -6.32)
H (4.05, -0.41, -5.03)
H (-4.18, 0.73, -8.40)
N (2.87, -0.05, -6.80)
N (-3.62, -0.97, -7.16)
C (-2.57, 2.28, -6.23)
C (-5.34, -1.16, -8.67)
F (-0.81, -1.74, -1.33)
H (-2.71, 1.64, -2.22)
H (2.41, 0.61, -8.82)
C (0.78, 3.55, -2.44)
H (-0.86, -2.30, -7.75)
H (3.08, -5.53, -8.44)
F (0.58, -0.28, -0.19)
H (0.45, -0.24, -4.20)
C (1.00, -2.88, -3.66)
H (-1.61, 0.84, -4.15)
H (-6.05, -0.91, -9.45)
H (2.28, -4.08, -6.25)
H (1.54, -1.92, -3.41)
N (-2.16, 1.18, -6.99)
H (2.32, -1.38, -9.51)
H (-2.63, 4.46, -6.66)
C (1.65, 1.31, -3.33)
C (4.00, 0.10, -5.98)
H (4.79, 1.83, -8.72)
H (3.10, -3.76, -10.53)
H (5.88, 1.22, -6.28)
C (2.84, -4.49, -8.41)
C (-2.45, 3.45, -6.99)
H (0.30, -0.11, -2.45)
H (2.76, 3.08, -3.16)
C (2.45, -3.78, -7.27)
C (-0.94, -1.19, -7.72)
C (0.39, -0.43, -7.63)
C (-0.90, 1.39, -3.51)
H (1.24, 4.55, -2.30)
H (-0.06, 3.70, -3.13)
H (0.78, -0.38, -8.65)
C (2.48, -2.33, -9.00)
H (-0.17, 4.09, -0.57)
C (-4.14, -2.26, -7.08)
H (-1.48, -0.91, -8.63)
C (-1.01, 2.28, -1.13)
C (2.85, -3.56, -9.51)
C (4.91, 0.91, -6.65)
H (2.54, 0.79, -3.73)
C (0.38, 0.52, -3.36)

=====

Entry 5:
This record from the OMol25 dataset describes C8H17N as an isolated structure. The level of theory is the ωB97M-V functional and the def2-TZVPD basis.

Output
Total charge: 0
Total energy, a.u.: -369.64798
Lowest unoccupied orbital energy, eV: 0.953
HOMO-LUMO gap, eV: 8.765

Atoms and positions in Å:
H (1.87, 1.75, 1.84)
C (0.13, 1.61, 0.62)
N (-0.67, -1.18, 1.53)
C (0.87, -2.38, -0.34)
H (-1.72, -0.11, -1.30)
H (-1.23, 3.31, 0.55)
H (1.61, -0.16, 0.58)
H (-2.48, -1.18, -0.17)
C (0.76, -0.03, -0.09)
H (2.09, -0.22, -1.78)
H (-1.48, -1.80, -1.47)
C (-1.55, -1.02, -0.71)
H (-2.02, 1.72, 0.56)
H (0.74, 3.20, 1.92)
H (1.03, -2.92, 0.59)
H (1.86, -2.25, -0.80)
C (-1.15, 2.27, 0.19)
H (0.07, -1.00, 2.21)
H (-1.40, -1.84, 1.73)
C (0.96, 2.22, 1.47)
H (0.41, 0.02, -2.25)
H (0.34, -3.03, -1.04)
H (-1.22, 2.31, -0.90)
C (-0.34, -0.97, 0.19)
C (1.17, 0.31, -1.51)
H (1.36, 1.38, -1.62)

=====

Entry 6:
This record from the OMol25 dataset describes C4H9N as an isolated structure. The level of theory is the ωB97M-V functional and the def2-TZVPD basis.

Output
Total charge: 0
Total energy, a.u.: -212.40988
Lowest unoccupied orbital energy, eV: 1.102
HOMO-LUMO gap, eV: 9.501

Atoms and positions in Å:
H (0.04, -0.24, 2.02)
H (1.46, 1.68, -0.96)
H (-2.59, -0.22, 0.67)
C (-1.74, -0.68, 0.15)
H (2.67, 0.41, -0.70)
H (-2.09, -1.05, -0.82)
C (0.71, -0.09, 0.00)
H (-0.66, 1.21, 0.64)
H (1.47, 0.23, -2.00)
H (0.77, -1.18, -0.03)
H (-1.38, -1.53, 0.74)
N (-0.69, 0.33, -0.05)
C (1.63, 0.60, -0.98)
C (0.39, 0.53, 1.31)

=====

Entry 7:
This record from the OMol25 dataset describes C6H4N6S3 as an isolated structure. The level of theory is the ωB97M-V functional and the def2-TZVPD basis.

Output
Total charge: 0
Total energy, a.u.: -1754.06978
Lowest unoccupied orbital energy, eV: 0.101
HOMO-LUMO gap, eV: 9.067

Atoms and positions in Å:
N (-1.53, 2.94, 0.31)
H (2.92, -0.63, -0.83)
C (-2.71, 2.44, 0.47)
C (-1.67, 2.11, -1.68)
S (1.80, 2.50, 0.11)
H (0.56, -4.12, 0.67)
C (1.35, 0.21, 0.52)
C (0.35, -3.15, 1.07)
N (-0.97, 2.77, -0.86)
C (0.84, -1.07, 1.08)
N (0.81, -2.21, 0.34)
S (-3.24, 1.66, -1.02)
N (2.60, 1.48, -0.87)
S (-0.12, -2.60, 2.63)
H (-1.31, 1.96, -2.73)
N (0.34, -1.10, 2.31)
H (-3.25, 2.51, 1.28)
N (1.04, 1.44, 1.02)
C (2.23, 0.19, -0.61)

=====

Entry 8:
This record from the OMol25 dataset describes a 8-piece molecular cluster, C56H51F7I3NO5P overall. The level of theory is the ωB97M-V functional and the def2-TZVPD basis.

Output
Total charge: +1
Total energy, a.u.: -4528.77186
Lowest unoccupied orbital energy, eV: -4.460
HOMO-LUMO gap, eV: 5.468

Atoms and positions in Å:
C (3.66, -8.43, 1.30)
C (-9.13, 1.79, 6.82)
H (-8.44, -6.57, -3.85)
H (-10.33, -2.27, 0.47)
H (3.81, 1.94, 0.37)
C (7.93, 1.07, -5.19)
H (-5.95, -3.97, -1.54)
H (-10.48, -3.29, 5.30)
C (7.34, 1.13, -3.79)
C (-9.78, -1.99, 3.77)
H (7.17, 4.95, 4.70)
H (6.40, 2.91, -3.17)
C (3.48, -0.68, -5.06)
C (4.78, -0.56, -4.24)
H (-9.52, 5.05, 7.65)
C (-9.10, 2.96, 7.56)
C (-8.33, -5.74, -3.17)
P (3.00, -2.18, -2.06)
C (4.40, -6.36, 0.32)
C (7.87, 5.80, -6.07)
H (-6.19, -5.89, -3.07)
C (-7.07, -5.35, -2.74)
H (3.88, -9.45, 1.59)
C (6.53, 6.11, -6.14)
C (7.15, 1.65, 3.95)
C (-6.93, -4.27, -1.88)
F (7.24, 3.54, 2.54)
O (1.84, 1.58, 1.50)
C (-10.07, 3.03, 4.98)
I (-0.36, 0.63, -0.16)
H (2.00, -1.24, 0.08)
H (5.11, 4.09, -1.92)
C (4.63, -7.66, 0.71)
C (7.06, 8.35, -5.43)
H (4.42, -3.18, -0.88)
H (5.82, 5.35, -6.44)
H (-8.76, 0.87, 7.26)
H (2.94, -4.79, 0.22)
H (8.90, 0.59, -5.12)
F (8.27, 4.54, -6.38)
O (1.55, -2.06, -2.05)
C (1.58, 0.72, 0.74)
C (8.40, 8.01, -5.38)
H (-6.59, 0.98, -1.29)
O (3.38, -1.48, -5.91)
C (4.86, 1.97, -1.50)
H (4.40, -3.44, -3.18)
C (-6.07, 0.72, -0.38)
C (-10.37, -2.50, 1.52)
C (-8.05, -3.57, -1.45)
C (-9.55, 4.16, 7.04)
I (5.11, 2.69, -5.41)
C (6.05, 1.99, -3.60)
H (5.45, 0.00, -4.88)
H (5.20, -5.79, -0.14)
C (7.18, 3.02, 3.79)
H (3.17, -0.53, 1.25)
C (8.82, 6.73, -5.69)
H (7.07, 0.06, 5.38)
C (-9.62, 1.83, 5.53)
H (-7.96, -2.73, -0.78)
H (6.74, 9.35, -5.19)
H (-4.11, 0.93, -1.22)
C (3.77, -0.53, -1.94)
C (-9.72, -1.68, 2.43)
H (-9.65, 0.92, 4.94)
H (7.12, 0.13, -3.43)
H (-11.58, -4.25, 1.26)
C (6.12, 7.39, -5.81)
H (-10.45, 3.05, 3.97)
H (1.63, -8.46, 1.99)
C (-6.15, 0.09, 1.95)
C (3.48, 0.15, -0.73)
H (9.86, 6.45, -5.64)
H (-11.67, -4.76, 3.68)
C (7.09, 1.13, 5.24)
C (-11.07, -3.61, 1.97)
H (7.35, 0.47, -5.88)
H (-2.95, 0.32, 0.88)
C (-9.46, -5.05, -2.74)
C (-4.76, 0.05, 1.99)
N (5.12, 1.33, -2.66)
C (-10.03, 4.19, 5.74)
C (4.03, 1.40, -0.54)
C (2.40, -7.87, 1.52)
H (6.99, 1.57, 7.33)
H (-9.18, -0.80, 2.10)
C (-6.77, 0.43, 0.77)
H (1.17, -6.13, 1.30)
C (7.04, 1.98, 6.33)
C (-4.03, 0.35, 0.85)
H (8.11, 2.06, -5.61)
C (4.56, 0.10, -2.91)
C (5.43, 3.31, -1.24)
O (3.49, -2.94, -0.72)
H (5.21, -1.55, -4.14)
H (7.18, 1.01, 3.08)
H (-4.26, -0.22, 2.90)
H (-10.45, -5.34, -3.06)
C (-4.68, 0.69, -0.33)
I (1.78, 0.59, -4.62)
H (6.90, 4.42, -0.32)
H (7.03, 4.02, 7.00)
F (-8.63, 2.93, 8.82)
F (5.85, -8.19, 0.50)
C (7.06, 3.35, 6.15)
H (8.10, 1.54, -3.13)
C (3.14, -5.81, 0.53)
C (2.57, -0.37, 0.35)
F (-8.12, 0.46, 0.74)
H (-6.74, -0.13, 2.83)
C (-11.12, -3.90, 3.33)
O (3.50, -3.09, -3.26)
C (6.29, 3.53, -0.26)
H (9.13, 8.76, -5.09)
H (-10.38, 5.12, 5.32)
H (6.34, 2.87, 0.59)
C (2.14, -6.56, 1.13)
H (5.07, 7.65, -5.86)
C (-9.29, -3.98, -1.89)
F (-10.38, -3.30, -1.47)
C (-10.46, -3.08, 4.24)
C (7.14, 3.89, 4.87)
F (-9.13, -1.18, 4.65)

=====

Which value of total charge does entry 5 give?
0